(1)
{
  "formula": "C18H19F5N3O10P2TeY",
  "method": "wB97M-V/def2-TZVPD",
  "max_force_ev_per_a": 1.7,
  "de_lowest_ev": 2.493,
  "multiplicity": 1,
  "charge": 0,
  "e_tot_ev": -84431.04371,
  "species": ["Y", "C", "O", "C", "C", "C", "C", "C", "C", "N", "N", "C", "C", "C", "C", "O", "C", "N", "C", "C", "C", "C", "H", "H", "H", "H", "H", "H", "H", "H", "H", "H", "H", "H", "C", "C", "O", "P", "O", "O", "O", "P", "O", "O", "O", "H", "H", "H", "H", "H", "H", "H", "F", "Te", "F", "F", "F", "F", "O"],
  "positions_angstrom": [[0.946, -1.263, -0.839], [-4.017, 1.394, 5.273], [-2.771, 1.800, 4.736], [-2.791, 2.585, 3.629], [-1.540, 2.981, 3.148], [-1.442, 3.769, 2.022], [-2.599, 4.188, 1.364], [-3.835, 3.842, 1.878], [-3.946, 3.017, 2.992], [-2.623, 5.107, 0.250], [-1.841, 5.037, -0.706], [-0.962, 3.900, -0.867], [0.367, 4.121, -1.077], [1.277, 3.061, -1.272], [0.841, 1.754, -1.302], [1.596, 0.699, -1.539], [-0.564, 1.524, -1.082], [-0.967, 0.217, -1.059], [-2.250, -0.060, -0.995], [-3.237, 0.942, -0.955], [-2.849, 2.251, -0.910], [-1.475, 2.582, -0.930], [-3.787, 0.784, 6.141], [-4.585, 0.801, 4.552], [-4.612, 2.257, 5.584], [-0.655, 2.662, 3.681], [-0.466, 4.074, 1.671], [-4.725, 4.219, 1.390], [-4.925, 2.744, 3.357], [0.727, 5.143, -1.069], [2.325, 3.268, -1.442], [-2.510, -1.111, -0.966], [-4.280, 0.663, -0.950], [-3.587, 3.043, -0.880], [4.348, -3.580, -2.693], [4.066, -3.183, -1.253], [5.100, -3.596, -0.348], [4.105, -1.316, -0.973], [5.612, -1.033, -0.615], [3.962, -0.544, -2.320], [3.103, -0.939, 0.056], [2.499, -3.979, -0.607], [3.094, -5.327, -0.014], [1.499, -4.446, -1.741], [1.748, -3.147, 0.369], [5.324, -3.191, -2.985], [3.580, -3.179, -3.351], [4.361, -4.669, -2.785], [5.104, -4.559, -0.287], [5.908, -1.508, 0.176], [3.179, 0.066, -2.286], [2.410, -5.883, 0.391], [-2.292, -4.646, -1.390], [-0.490, -4.237, -1.475], [1.617, -1.978, -2.556], [-0.192, -5.338, 0.005], [-0.448, -5.757, -2.532], [-0.713, -3.348, -3.084], [-0.721, -2.683, -0.533]]
}

(2)
{
  "formula": "C18H24N2O5S",
  "method": "wB97M-V/def2-TZVPD",
  "max_force_ev_per_a": 0.7,
  "de_lowest_ev": 0.533,
  "multiplicity": 1,
  "charge": 0,
  "smiles": "CCSCCOC(=O)C1=C(C)NC(=O)N[C@H]1c1cc(OC)ccc1OC",
  "e_tot_ev": -43109.08289,
  "species": ["C", "C", "H", "H", "S", "C", "C", "H", "H", "O", "C", "O", "C", "C", "N", "C", "O", "N", "H", "C", "C", "C", "C", "C", "C", "C", "O", "C", "H", "H", "H", "H", "H", "O", "C", "H", "H", "H", "H", "H", "H", "C", "H", "H", "H", "H", "H", "H", "H", "H"],
  "positions_angstrom": [[-2.006, 1.412, -2.484], [-1.579, 0.543, -3.652], [-2.426, 0.314, -4.298], [-1.118, -0.386, -3.321], [-0.388, 1.377, -4.754], [1.109, 1.416, -3.717], [1.703, 0.038, -3.450], [2.783, 0.122, -3.278], [1.520, -0.630, -4.297], [1.113, -0.562, -2.303], [1.888, -0.712, -1.209], [3.065, -0.430, -1.195], [1.132, -1.310, -0.106], [1.681, -2.089, 0.850], [0.836, -2.726, 1.739], [-0.487, -3.019, 1.439], [-1.104, -3.865, 2.048], [-0.977, -2.313, 0.389], [-1.946, -2.471, 0.162], [-0.362, -1.068, -0.014], [-0.633, 0.061, 0.978], [-1.496, -0.129, 2.048], [-1.716, 0.871, 2.988], [-1.066, 2.092, 2.834], [-0.215, 2.298, 1.768], [0.016, 1.293, 0.835], [0.844, 1.452, -0.247], [1.841, 2.448, -0.172], [2.313, 2.462, 0.813], [1.437, 3.439, -0.401], [2.590, 2.178, -0.917], [0.270, 3.255, 1.666], [-1.239, 2.869, 3.560], [-2.529, 0.750, 4.072], [-3.186, -0.476, 4.290], [-3.889, -0.705, 3.483], [-2.477, -1.303, 4.398], [-3.738, -0.351, 5.220], [-1.992, -1.079, 2.158], [-0.751, -0.788, -0.995], [1.248, -3.314, 2.450], [3.130, -2.389, 1.024], [3.714, -1.877, 0.267], [3.305, -3.463, 0.960], [3.455, -2.050, 2.006], [1.813, 2.026, -4.282], [0.869, 1.911, -2.779], [-2.385, 2.366, -2.843], [-1.173, 1.596, -1.810], [-2.795, 0.916, -1.920]]
}

(3)
{
  "formula": "C21H33N6OS6Sr",
  "method": "wB97M-V/def2-TZVPD",
  "max_force_ev_per_a": 2.8,
  "de_lowest_ev": 1.010,
  "multiplicity": 1,
  "charge": -1,
  "e_tot_ev": -99154.77768,
  "species": ["Sr", "N", "C", "C", "N", "C", "C", "N", "C", "C", "N", "H", "H", "H", "H", "H", "H", "H", "H", "H", "H", "H", "H", "H", "H", "H", "H", "H", "H", "C", "C", "N", "C", "C", "C", "S", "N", "C", "O", "C", "C", "C", "C", "C", "C", "H", "H", "H", "H", "H", "H", "H", "H", "H", "H", "H", "H", "H", "H", "H", "S", "C", "S", "C", "C", "S", "S", "S"],
  "positions_angstrom": [[-0.123, 0.121, 1.314], [0.466, 0.190, 4.003], [0.813, -0.825, 4.965], [-0.057, -2.058, 4.725], [0.045, -2.551, 3.362], [-1.091, -3.385, 3.025], [-1.239, -3.619, 1.521], [-1.396, -2.351, 0.841], [1.320, -3.190, 3.083], [1.984, -2.717, 1.783], [2.211, -1.286, 1.794], [1.062, 1.009, 4.085], [-0.491, 0.508, 4.152], [0.665, -0.509, 6.014], [1.872, -1.073, 4.850], [-1.094, -1.758, 4.893], [0.202, -2.840, 5.465], [-1.995, -2.873, 3.363], [-1.037, -4.369, 3.536], [-2.096, -4.299, 1.368], [-0.353, -4.121, 1.131], [-2.341, -1.998, 0.947], [-1.189, -2.427, -0.147], [1.206, -4.287, 3.033], [2.017, -2.972, 3.899], [1.350, -2.921, 0.922], [2.919, -3.295, 1.661], [2.636, -1.007, 0.916], [2.846, -1.029, 2.542], [1.683, 0.648, -5.438], [0.444, -0.202, -5.160], [0.657, -1.059, -4.012], [0.943, -2.453, -4.241], [-0.345, -3.271, -4.339], [0.533, -0.549, -2.758], [0.959, -1.530, -1.446], [0.158, 0.720, -2.718], [-0.369, 1.351, -1.678], [-0.752, 0.836, -0.609], [-0.601, 2.801, -1.939], [-0.946, 3.639, -0.886], [-1.215, 4.976, -1.107], [-1.166, 5.491, -2.391], [-0.830, 4.662, -3.449], [-0.539, 3.329, -3.225], [1.529, 1.275, -6.313], [2.550, 0.011, -5.607], [1.874, 1.284, -4.578], [0.212, -0.835, -6.021], [-0.408, 0.452, -4.963], [1.535, -2.812, -3.396], [1.523, -2.553, -5.162], [-0.911, -3.164, -3.418], [-0.114, -4.322, -4.489], [-0.963, -2.918, -5.162], [-1.002, 3.221, 0.106], [-1.471, 5.614, -0.274], [-1.397, 6.533, -2.566], [-0.806, 5.058, -4.456], [-0.276, 2.684, -4.048], [-2.098, 7.219, 3.503], [-1.657, 5.667, 3.170], [-2.718, 4.306, 3.299], [-1.580, 3.043, 2.795], [-0.325, 3.477, 2.503], [1.079, 2.619, 2.011], [-0.071, 5.223, 2.640], [-2.235, 1.458, 2.776]]
}

(4)
{
  "formula": "C3H7N3",
  "method": "wB97M-V/def2-TZVPD",
  "max_force_ev_per_a": 1.2,
  "de_lowest_ev": 2.699,
  "multiplicity": 1,
  "charge": 0,
  "e_tot_ev": -7691.97984,
  "species": ["N", "C", "C", "N", "C", "N", "H", "H", "H", "H", "H", "H", "H"],
  "positions_angstrom": [[-1.931, -0.404, -0.118], [-0.826, 0.542, -0.048], [0.429, -0.107, 0.441], [0.464, -1.395, 0.491], [2.566, 1.174, -0.675], [3.599, 1.723, -0.621], [-2.664, -0.159, 0.537], [-2.346, -0.437, -1.041], [-1.031, 1.418, 0.579], [-0.548, 0.942, -1.031], [1.357, 0.490, 0.539], [-0.387, -1.901, 0.235], [1.320, -1.888, 0.712]]
}